(1)
The following is a DFT calculation (wB97M-V/def2-TZVPD) of a 2-piece molecular cluster, C3H11NO3 overall.

```
18
Properties=species:S:1:pos:R:3:forces:R:3
C 1.2107 -0.2889 -0.8936 1.5620 0.0485 -0.5568
C 1.8068 0.5922 0.2439 -1.0234 -0.1809 0.5591
O 1.5360 1.9024 -0.1403 -0.3770 0.2533 0.1498
N -0.2028 -0.3138 -0.9362 0.7197 0.2474 1.3919
C -0.9563 -1.3991 -0.3934 -1.6173 -0.9620 -0.2658
O -2.1690 -1.6126 -1.1263 1.4793 0.9761 1.0088
H 1.7671 -1.2214 -0.7449 -1.0516 -0.4190 -0.4615
H 1.4806 0.1729 -1.8526 0.4353 0.0675 0.0868
H 1.3209 0.1566 1.1511 0.0171 1.0559 -0.1598
H 2.8674 0.3938 0.3933 0.1693 -0.1178 -0.5799
H 1.5189 2.5631 0.5628 0.1210 -0.3364 0.2057
H -0.6352 0.6146 -0.9492 -0.2153 -0.0962 -0.3243
H -1.1596 -1.1652 0.6701 -0.1019 -0.0140 -0.3856
H -0.3921 -2.3188 -0.4723 0.6199 -0.0475 0.2942
H -1.7827 -1.8051 -1.9814 -0.7608 -0.3863 -0.8411
H -2.3487 0.4928 2.2266 -0.3165 0.2820 0.2171
H -2.1559 2.0459 2.1678 -0.0088 -0.5466 0.0475
O -1.7063 1.1905 2.0746 0.3491 0.1760 -0.3861
```
Positions in Å, forces in eV/Å.

For the HOMO-LUMO gap (spin up / spin down), the calculation gives 12.343 / 7.246 eV. Its spin multiplicity is 2. Its charge is +1. Its HOMO energy (spin up / spin down) is -15.22 / -15.20 eV.

Mulliken atomic charge list, values in e, 4 entries: -0.558 -0.297 -0.514 0.064

(2)
The following is a DFT calculation (wB97M-V/def2-TZVPD) of an isolated ion of composition C3H5N2O2S and charge +1.

```
13
Properties=species:S:1:pos:R:3:forces:R:3
C -0.4878 0.1507 0.8027 2.6735 6.8405 1.8361
C 0.5033 -0.6533 -1.1556 2.8493 1.2503 1.8307
C 1.1795 0.8115 -1.0774 -2.0664 1.4990 -1.2003
N -0.4207 -0.7783 -0.0098 -0.1959 -1.5462 -0.6038
N -1.3053 0.0942 2.0787 -0.7817 -2.9927 -0.7089
O -1.9326 -0.9618 2.0916 -0.0409 0.4628 -0.0273
O -1.2388 0.8940 2.9410 0.5581 1.1781 -0.2533
S 0.5723 1.7699 0.5160 -1.3919 -4.7401 -0.8802
H -0.0473 -0.7150 -2.0112 -1.6030 -0.1576 -2.3136
H 1.2831 -1.4461 -1.2111 -0.7280 0.3655 0.6562
H 2.2584 0.9285 -1.2356 -0.2611 -0.6648 0.6519
H 0.7282 1.4328 -1.9431 0.6166 -1.0254 1.4474
H -1.0922 -1.5271 0.2135 0.3715 -0.4691 -0.4348
```
Positions in Å, forces in eV/Å.

For the HOMO-LUMO gap, the calculation gives 8.574 eV. Its spin multiplicity is 1. Its charge is +1. Its HOMO energy is -14.84 eV.

Mulliken atomic charge list, values in e, 4 entries: 0.295 -0.499 -0.525 -0.006

(3)
The following is a DFT calculation (wB97M-V/def2-TZVPD) of C46H45N5NiO2 as an isolated structure.

```
99
Properties=species:S:1:pos:R:3:forces:R:3
Ni 0.0006 -0.4757 0.4686 -0.2737 0.4624 -1.0934
C 0.2940 2.3659 4.6183 -0.3024 0.1653 -0.0506
O 1.4040 1.4988 4.3473 0.5567 -0.1120 0.0486
C 1.1315 0.9107 3.1647 -0.7361 0.3669 -0.0787
N 0.0864 1.2675 2.5391 0.0071 -0.4363 -0.0762
C -0.4905 2.3992 3.2860 0.1318 0.1721 0.2235
C -1.9776 2.3766 3.5190 -0.0215 -0.0699 -0.3261
C -2.6672 1.1772 3.5628 0.0351 -0.0596 -0.0916
C -4.0375 1.1535 3.7576 -0.0884 0.0051 0.0185
C -4.7294 2.3435 3.9304 -0.0228 0.0020 0.0338
C -4.0441 3.5498 3.8998 -0.0276 0.0297 -0.0103
C -2.6738 3.5672 3.6884 0.0682 0.0398 0.0101
C 2.1216 -0.0538 2.6658 0.1379 -0.3601 -0.2265
C 3.3259 -0.2436 3.3316 -0.0292 -0.0322 0.1495
C 4.2669 -1.0948 2.7809 -0.0344 0.0841 0.0483
C 3.9768 -1.7326 1.5900 0.0141 -0.1962 -0.1304
C 2.7397 -1.5157 1.0082 -0.1697 0.1787 0.5212
N 1.8229 -0.6878 1.5269 0.6366 0.0615 0.7519
C 2.3139 -2.1641 -0.2289 -0.2752 -0.2685 -0.7850
N 1.1881 -1.9362 -0.7688 0.1964 0.4629 0.2794
C 1.0530 -2.8488 -1.9092 0.0588 -0.3445 -0.1690
C 2.4943 -3.3950 -2.0584 -0.2622 0.0414 -0.2963
O 3.1350 -3.0524 -0.8157 0.2324 0.0364 0.4833
C 0.5703 -2.2638 -3.2111 -0.0844 0.1333 -0.0155
C 0.7374 -0.9177 -3.5011 0.1444 -0.0581 0.0993
C 0.3568 -0.4131 -4.7342 0.0086 0.0246 -0.0857
C -0.1791 -1.2561 -5.6970 0.0090 -0.0152 0.0062
C -0.3475 -2.6043 -5.4121 -0.0119 -0.0312 -0.0525
C 0.0169 -3.1042 -4.1716 0.0445 -0.0744 0.0844
H 0.6721 3.3375 4.9268 0.0409 -0.0268 0.0063
H -0.3076 1.9323 5.4200 0.0790 -0.0455 -0.0124
H -0.2498 3.3043 2.7190 0.0269 -0.0515 -0.0196
H -2.1174 0.2665 3.3947 0.0480 -0.3204 -0.0329
H -4.5658 0.2081 3.7517 0.0122 0.0157 0.0295
H -5.8013 2.3369 4.0808 0.0047 -0.0192 -0.0207
H -4.5845 4.4808 4.0130 0.0187 0.0013 0.0315
H -2.1432 4.5122 3.6416 -0.0227 0.0032 -0.0366
H 3.5027 0.2647 4.2687 0.0001 0.0572 -0.0634
H 5.2168 -1.2523 3.2726 0.0150 0.0016 -0.0061
H 4.6883 -2.3882 1.1083 -0.0490 -0.0263 -0.0106
H 0.3630 -3.6438 -1.6067 -0.0228 0.0572 0.0354
H 3.0133 -2.8848 -2.8726 0.0627 0.0033 0.0907
H 2.5471 -4.4709 -2.2033 0.0258 0.0054 0.0753
H 1.1658 -0.2688 -2.7525 0.0347 0.1451 0.0277
H 0.4867 0.6424 -4.9395 0.0159 0.0053 0.0388
H -0.4554 -0.8692 -6.6696 -0.0354 0.0126 0.0189
H -0.7613 -3.2697 -6.1595 -0.0207 0.0052 0.0162
H -0.1277 -4.1568 -3.9503 -0.0298 0.0155 0.0114
C -1.0833 -3.2101 4.7488 0.0352 -0.0643 0.0806
C -2.3976 -3.4669 4.3880 0.0407 -0.0025 -0.0932
C -2.7744 -3.2709 3.0751 -0.0724 0.0438 0.1054
C -1.8473 -2.7797 2.1475 0.1716 0.2576 0.1407
N -0.5875 -2.5029 2.5121 0.0399 0.0473 -0.1146
C -0.2244 -2.7484 3.7690 -0.0047 0.1095 0.0644
C -2.2142 -2.5465 0.7376 -0.0446 -0.0210 -0.6116
C -3.1917 -3.3939 0.1960 0.0941 -0.0137 0.1635
C -3.5677 -3.3003 -1.1281 -0.0979 -0.0551 -0.0139
C -2.9743 -2.3332 -1.9220 0.0064 0.0621 -0.1617
C -2.0061 -1.4953 -1.3901 -0.0545 0.0577 0.0458
C -1.5757 -1.5679 -0.0613 -0.5047 -0.0504 0.4408
H -0.7331 -3.3685 5.7596 0.0271 0.0020 -0.0150
H -3.1152 -3.8180 5.1182 -0.0051 -0.0114 0.0056
H -3.7923 -3.4700 2.7720 0.0088 0.0718 -0.0158
H 0.8169 -2.5714 4.0140 0.0943 0.1246 -0.0246
H -3.6359 -4.1619 0.8200 0.0006 -0.0080 -0.0844
H -4.3099 -3.9763 -1.5340 -0.0119 0.0148 -0.0033
H -3.2639 -2.2274 -2.9618 0.0227 -0.0189 -0.0036
H -1.5721 -0.7492 -2.0452 0.0486 -0.0138 0.0790
C 4.8252 0.4587 -1.0592 -0.1161 -0.0167 0.0158
C 3.6200 1.1751 -1.6161 -0.0598 -0.0169 -0.1562
C 3.7116 1.8743 -2.8189 0.1336 0.0686 -0.0488
C 2.6180 2.6129 -3.2592 0.0529 -0.1231 0.0620
C 2.7089 3.4150 -4.5321 -0.0044 -0.0162 0.0396
C 1.4174 2.5807 -2.5658 0.0430 -0.0457 0.0273
C 1.2116 1.7176 -1.4504 0.1953 -0.0171 0.0153
C 2.4098 1.1204 -0.9579 -0.1346 0.1215 -0.1355
N 0.0416 1.3906 -0.8572 -0.4979 -0.6724 0.6155
C -1.1790 2.1709 -1.1959 0.2079 0.1757 -0.0493
C -1.5892 2.0824 -2.6837 -0.0733 0.1258 0.0298
C -0.9741 3.6462 -0.7971 0.0030 -0.0314 -0.1034
C -2.3927 1.6588 -0.3922 0.2347 -0.0104 -0.1302
H 5.7231 0.7080 -1.6235 0.0180 -0.0161 0.0100
H 4.6874 -0.6262 -1.1039 0.0820 -0.0018 -0.0106
H 4.9921 0.7277 -0.0130 0.0247 -0.0076 -0.0022
H 4.6375 1.8749 -3.3840 0.0111 0.0576 0.0337
H 3.7323 3.4489 -4.9054 0.0006 0.0150 -0.0009
H 2.3641 4.4393 -4.3803 -0.0167 0.0029 -0.0162
H 2.0836 2.9647 -5.3072 0.0108 0.0587 -0.0316
H 0.6250 3.2137 -2.9275 0.1343 -0.0725 -0.0528
H 2.3361 0.5962 -0.0222 0.0819 0.1805 -0.1097
H -0.9653 2.6677 -3.3529 -0.1109 -0.0968 -0.0272
H -2.6091 2.4611 -2.7890 -0.0245 -0.0630 -0.0281
H -1.5634 1.0443 -3.0189 -0.0565 0.0454 -0.0107
H -0.1859 4.1287 -1.3727 -0.0162 0.0280 0.0668
H -0.6915 3.6995 0.2566 -0.0730 -0.0193 0.0465
H -1.9016 4.2066 -0.9431 0.0411 0.0319 0.0011
H -3.0910 1.1068 -1.0210 0.0073 -0.0660 0.0551
H -2.9357 2.4751 0.0852 -0.0189 0.0501 -0.0301
H -2.0481 0.9867 0.3726 -0.0194 -0.2480 0.4915
```
Positions in Å, forces in eV/Å.

For the HOMO-LUMO gap (spin up / spin down), the calculation gives 5.065 / 4.922 eV. Its spin multiplicity is 3. Its charge is 0. Its HOMO energy (spin up / spin down) is -5.82 / -5.79 eV.

Mulliken atomic charge list, values in e, 4 entries: 0.027 -0.677 -0.475 -0.166

(4)
The following is a DFT calculation (wB97M-V/def2-TZVPD) of C20H31ClN3PW as an isolated structure.

```
57
Properties=species:S:1:pos:R:3:forces:R:3
C 0.2214 0.7294 -5.8282 0.1445 0.3225 -1.5969
C 1.5844 1.2364 -5.8928 0.8623 0.1152 1.1890
C -0.0263 -0.6661 -6.1449 -0.2520 -1.0444 1.1284
C -0.8752 1.6694 -5.9965 -0.8385 0.3981 1.0840
Cl 0.1304 0.6242 -2.8779 0.3896 1.6842 -3.6059
H -0.0064 -0.7166 -7.2378 0.0083 0.0228 -0.2252
H -0.9885 -1.0474 -5.8069 -0.2637 0.3612 -0.2330
H 0.7043 -1.3730 -5.7599 0.4462 0.2406 -0.1854
H 1.7852 1.4225 -6.9549 -0.0707 0.0068 -0.1474
H 2.3460 0.5500 -5.5268 -0.1547 -0.3603 -0.2710
H 1.7627 2.1662 -5.3540 -0.4169 0.2232 -0.2132
H -0.9106 1.8723 -7.0737 0.0446 0.0116 -0.1581
H -0.7728 2.6203 -5.4805 0.5144 0.1309 -0.1401
H -1.8496 1.2899 -5.6986 -0.0057 -0.3993 -0.2428
C 1.6558 -1.1993 0.6778 0.3006 0.1524 -1.5908
C 0.9299 -2.0586 -0.2073 0.9785 0.0956 0.4753
C 1.1930 -1.6483 -1.5339 0.4173 -0.6565 -1.1993
H 0.3982 -2.9600 0.0922 -0.0789 0.4696 -0.1211
C 2.0900 -0.5126 -1.5004 0.6752 -0.5922 0.7829
C 2.3497 -0.2292 -0.1317 1.1059 -0.2438 0.3877
H 3.0550 0.5319 0.2295 -0.5357 -0.4419 -0.1904
H 1.7902 -1.3619 1.7328 -0.3518 0.2845 0.1550
H 0.8904 -2.1984 -2.4522 0.0754 0.6926 0.9620
H 2.5002 0.0364 -2.3447 -0.0788 -0.3913 0.4354
C -2.0987 1.2588 0.0835 0.0404 -1.8557 -0.1555
C -2.0221 0.0544 0.8672 -0.2661 0.6196 -1.1803
C -1.8626 -1.0571 -0.0081 -0.3514 0.8240 -0.9176
H -2.2082 -0.0123 1.9274 0.4143 0.0276 0.0979
C -1.8805 -0.5658 -1.3724 -0.7847 0.6790 1.1730
C -2.0220 0.8898 -1.2886 -0.0743 -0.8840 0.4079
H -2.0799 1.5680 -2.1368 -0.1040 -0.2548 0.4714
H -2.2777 2.2397 0.4565 0.0896 0.5064 0.1693
H -1.8808 -2.1050 0.2691 0.1319 0.2566 0.0298
H -1.9059 -1.1672 -2.2690 -0.0133 0.0807 0.1281
W 0.1289 0.1220 -0.6809 -2.0635 -1.3758 3.6485
C 1.9475 1.3372 4.9605 -0.0269 0.1678 0.1383
N 2.2787 2.3490 3.9465 -0.2798 -0.0979 -0.5720
C 1.3648 3.5142 4.0797 -0.4131 -1.3583 0.7829
N -0.0682 3.1241 4.0303 0.1076 -0.3049 -0.5608
C -0.3394 2.0902 5.0444 0.2930 0.1197 0.0078
N 0.5379 0.9112 4.9136 -0.1042 -0.1364 -0.7007
C 0.2441 0.1527 3.6799 0.0386 0.1865 0.0323
P 0.5225 1.1895 2.1116 0.1310 0.0180 0.5628
C 2.2349 1.7669 2.5880 -0.2281 0.7806 0.1162
C -0.4648 2.6585 2.6830 0.5296 0.6275 0.0766
H 2.1349 1.7898 5.9546 -0.0668 -0.3457 -0.4866
H 2.6017 0.4517 4.8218 -0.3295 0.5037 0.1522
H 1.5722 4.2277 3.3014 0.1086 0.3504 -0.2404
H 1.5417 3.9433 5.0772 0.0043 0.0422 -0.4204
H -1.3935 1.7676 4.9670 0.4434 0.1833 0.1054
H -0.1558 2.5430 6.0365 -0.1732 -0.2761 -0.4253
H 0.8929 -0.7342 3.6313 -0.1886 0.1824 0.1377
H -0.8018 -0.1873 3.6928 0.2705 0.0393 0.1171
H 2.5464 2.5239 1.8451 0.0242 -0.2371 0.3300
H 2.9272 0.9239 2.5291 0.0380 0.0274 0.0497
H -1.5274 2.4019 2.6815 0.0309 0.0418 0.0641
H -0.3078 3.4676 1.9435 -0.1439 -0.2196 0.3816
```
Positions in Å, forces in eV/Å.

For the HOMO-LUMO gap (spin up / spin down), the calculation gives 4.633 / 5.276 eV. Its spin multiplicity is 3. Its charge is +2. Its HOMO energy (spin up / spin down) is -12.53 / -13.15 eV.

Mulliken atomic charge list, values in e, 4 entries: 1.166 -1.203 -1.257 -1.234

Number 1: maximum force 2.0 eV Å⁻¹, E -401.02963 Ha. Number 2: maximum force 7.6 eV Å⁻¹, E -775.05790 Ha. Number 3: maximum force 1.2 eV Å⁻¹, E -3712.44230 Ha. Number 4: maximum force 4.4 eV Å⁻¹, E -1812.90918 Ha.